[1]
The molecule H13N7Si2 in a non-equilibrium geometry. Source: the Open Molecules 2025 dataset; level of theory: ωB97M-V with the def2-TZVPD basis set.

Geometry (Å):
N  -1.831  -1.134  1.201
N  0.435  -2.833  1.163
N  0.835  -0.321  2.128
N  0.397  0.764  -2.899
N  -1.338  1.559  -0.819
N  1.224  2.303  -0.095
N  0.469  -0.738  -0.682
Si  -0.092  -1.215  0.954
Si  0.221  0.872  -1.215
H  -2.554  -1.411  0.440
H  -2.179  -0.372  1.810
H  -0.183  -3.443  1.717
H  0.790  -3.342  0.356
H  0.580  -0.303  3.060
H  0.992  0.607  1.782
H  0.408  1.658  -3.586
H  1.109  -0.021  -3.182
H  -1.985  0.759  -0.645
H  -1.234  2.177  -0.030
H  0.449  2.938  -0.041
H  2.206  2.650  -0.336
H  1.279  -1.153  -1.082

## Properties
Electronic energy = -970.096951 hartree
F_max = 3.75 eV/A
Highest occupied orbital energy (alpha / beta) = -3.602 / -9.491 eV
⟨S²⟩ = 2.01
Spin multiplicity = 3
Gap between HOMO and LUMO (alpha / beta) = 4.27 / 6.13 eV

[2]
A cluster of 6 separate species, H13NO5 in total in a non-equilibrium geometry. Source: the Open Molecules 2025 dataset; level of theory: ωB97M-V with the def2-TZVPD basis set.

Geometry (Å):
N  -1.026  2.738  -1.050
H  -0.695  3.266  -1.845
H  -0.904  3.216  -0.174
H  -1.975  2.482  -1.293
O  -5.845  -1.447  3.171
H  -5.776  -1.755  4.076
H  -5.965  -2.184  2.569
O  -0.325  0.985  -4.598
H  0.181  1.789  -4.779
H  -0.143  0.440  -5.371
O  -0.074  -0.074  -0.395
H  -0.508  0.770  -0.650
H  -0.730  -0.683  -0.761
O  5.735  -3.115  2.681
H  5.772  -2.192  2.952
H  4.942  -3.174  2.142
O  2.793  -0.297  1.064
H  2.428  -0.762  1.810
H  2.113  -0.004  0.450

## Properties
Relative energy (zero: lowest compared OMol25 entry of this formula, charge and spin) = 134.79 kJ/mol
Electronic energy = -438.730981 hartree
F_max = 1.17 eV/A
Highest occupied orbital energy = -10.596 eV
Structure (SMILES) = N.O.O.O.O.O
Spin multiplicity = 1
Gap between HOMO and LUMO = 11.14 eV

[3]
A cluster of 6 separate species, H13NO5 in total in a non-equilibrium geometry. Source: the Open Molecules 2025 dataset; level of theory: ωB97M-V with the def2-TZVPD basis set.

Geometry (Å):
N  2.612  -2.181  1.253
H  2.428  -2.940  1.939
H  3.448  -2.245  0.736
H  2.861  -1.433  1.852
O  -2.761  -2.159  -0.342
H  -2.277  -1.494  0.141
H  -3.657  -2.071  -0.194
O  -2.791  1.565  -0.738
H  -2.896  1.539  -1.705
H  -2.054  2.098  -0.513
O  -0.049  -0.633  0.260
H  0.606  -0.035  -0.208
H  0.513  -1.396  0.607
O  0.395  1.141  2.307
H  0.053  0.712  1.461
H  1.088  0.488  2.528
O  1.123  3.044  -2.855
H  1.202  3.061  -3.820
H  0.155  2.938  -2.711

## Properties
Relative energy (zero: lowest compared OMol25 entry of this formula, charge and spin) = 165.87 kJ/mol
Electronic energy = -438.719144 hartree
F_max = 3.11 eV/A
Highest occupied orbital energy = -10.885 eV
Structure (SMILES) = N.O.O.O.O.O
Spin multiplicity = 1
Gap between HOMO and LUMO = 11.14 eV

[4]
A cluster of 6 separate species, H13O6 in total in a non-equilibrium geometry. Source: the Open Molecules 2025 dataset; level of theory: ωB97M-V with the def2-TZVPD basis set.

Geometry (Å):
O  -1.259  0.955  -0.373
H  -2.044  1.111  -0.950
H  -1.685  0.369  0.311
O  1.175  2.601  0.636
H  0.904  3.469  0.909
H  0.353  2.191  0.368
O  2.493  0.259  0.217
H  2.320  1.183  0.519
H  3.348  0.229  -0.252
O  -0.082  -3.036  -1.127
H  0.716  -3.543  -0.977
H  -0.477  -3.418  -1.910
O  -2.474  -0.067  1.875
H  -2.094  -0.585  2.587
H  -3.351  0.163  2.240
O  0.613  -0.421  -1.232
H  0.324  -1.373  -1.161
H  -0.230  0.158  -1.089
H  1.450  -0.244  -0.592

## Properties
Relative energy (zero: lowest compared OMol25 entry of this formula, charge and spin) = 32.73 kJ/mol
Electronic energy = -459.113895 hartree
F_max = 1.08 eV/A
Highest occupied orbital energy (alpha / beta) = -2.501 / -11.846 eV
⟨S²⟩ = 0.75
Spin multiplicity = 2
Gap between HOMO and LUMO (alpha / beta) = 3.05 / 12.28 eV

[5]
A cluster of 7 separate species, H13O6S in total in a non-equilibrium geometry. Source: the Open Molecules 2025 dataset; level of theory: ωB97M-V with the def2-TZVPD basis set.

Geometry (Å):
S  -1.049  -2.137  1.846
H  -0.005  -2.684  2.590
H  -1.625  -0.827  0.049
H  -2.796  -0.171  -0.664
O  -1.821  -0.087  -0.596
H  -1.406  1.879  -0.207
H  -0.217  1.971  0.567
O  -0.721  2.554  0.013
H  -0.621  0.234  -2.066
H  0.634  0.636  -2.752
O  -0.275  0.820  -2.817
H  2.584  1.020  -1.480
H  1.954  1.806  -0.516
O  2.866  1.679  -0.890
H  0.031  -0.184  1.661
H  1.312  0.430  1.608
O  0.407  0.739  1.590
H  1.064  -2.102  -0.052
H  0.655  -1.028  -0.877
O  1.446  -1.554  -0.724

## Properties
Relative energy (zero: lowest compared OMol25 entry of this formula, charge and spin) = 104.01 kJ/mol
Electronic energy = -857.485601 hartree
F_max = 2.80 eV/A
Total charge = -1
Highest occupied orbital energy = -4.546 eV
Spin multiplicity = 1
Gap between HOMO and LUMO = 7.83 eV

[6]
A cluster of 7 separate species, H13O7 in total in a non-equilibrium geometry. Source: the Open Molecules 2025 dataset; level of theory: ωB97M-V with the def2-TZVPD basis set.

Geometry (Å):
O  0.050  0.090  0.097
H  -0.091  -0.619  -0.578
O  -2.174  -1.103  1.067
H  -1.900  -1.374  1.887
H  -1.421  -0.623  0.733
O  2.520  0.774  -1.024
H  1.542  0.594  -0.907
H  2.607  0.815  -1.899
O  -0.761  -2.288  -2.161
H  -0.974  -1.995  -1.333
H  -0.257  -1.577  -2.576
O  -0.843  1.367  -2.100
H  -0.562  0.891  -1.203
H  -1.801  1.565  -1.935
O  0.906  -1.347  2.358
H  1.515  -0.762  2.950
H  0.822  -0.759  1.612
O  -0.033  2.217  1.886
H  0.047  1.487  1.180
H  0.814  2.642  1.939

## Properties
Relative energy (zero: lowest compared OMol25 entry of this formula, charge and spin) = 119.00 kJ/mol
Electronic energy = -534.522125 hartree
F_max = 5.67 eV/A
Total charge = -1
Highest occupied orbital energy = -6.326 eV
Spin multiplicity = 1
Gap between HOMO and LUMO = 10.05 eV

[7]
A structure of composition H14IO7 in a non-equilibrium geometry. Source: the Open Molecules 2025 dataset; level of theory: ωB97M-V with the def2-TZVPD basis set.

Geometry (Å):
I  -2.859  3.652  22.863
O  -2.061  0.604  20.968
H  -1.548  0.681  20.129
H  -2.108  1.276  21.621
O  -4.349  0.914  24.032
H  -3.964  1.826  23.859
H  -5.120  0.748  23.447
O  -5.372  3.894  24.765
H  -4.437  4.089  24.339
H  -5.290  3.595  25.786
O  0.462  3.807  21.735
H  -0.126  3.704  22.419
H  0.519  4.595  21.171
O  -3.842  6.541  21.123
H  -4.306  6.971  21.865
H  -3.041  6.250  21.509
O  -0.538  1.487  24.143
H  -1.281  2.104  24.134
H  -1.110  0.717  24.284
O  -3.411  2.914  19.403
H  -3.223  2.109  19.003
H  -3.019  3.125  20.300

## Properties
Relative energy (zero: lowest compared OMol25 entry of this formula, charge and spin) = 200.06 kJ/mol
Electronic energy = -832.831867 hartree
F_max = 5.10 eV/A
Total charge = -1
Highest occupied orbital energy = -5.537 eV
Spin multiplicity = 1
Gap between HOMO and LUMO = 8.62 eV

[8]
A structure of composition H14MnO7 in a non-equilibrium geometry. Source: the Open Molecules 2025 dataset; level of theory: ωB97M-V with the def2-TZVPD basis set.

Geometry (Å):
Mn  0.138  -0.074  0.037
O  1.095  2.003  0.744
H  1.738  2.481  0.218
H  1.399  2.190  1.642
O  1.347  -1.882  -0.834
H  0.880  -2.688  -0.853
H  2.268  -2.160  -0.747
O  0.577  0.703  -2.177
H  0.083  1.346  -2.670
H  0.700  -0.020  -2.815
O  -1.506  1.663  -0.407
H  -2.392  1.589  -0.029
H  -1.282  2.568  -0.566
O  -1.624  -1.124  -1.027
H  -1.771  -0.780  -1.907
H  -2.189  -1.895  -1.055
O  1.243  -0.960  1.824
H  2.162  -1.089  1.957
H  0.932  -1.842  2.085
O  -1.153  0.050  1.808
H  -1.768  -0.599  2.195
H  -0.872  0.515  2.572

## Properties
Relative energy (zero: lowest compared OMol25 entry of this formula, charge and spin) = 20.21 kJ/mol
Electronic energy = -1685.584588 hartree
F_max = 2.04 eV/A
Total charge = +2
Highest occupied orbital energy (alpha / beta) = -18.908 / -19.182 eV
⟨S²⟩ = 8.75
Spin multiplicity = 6
Gap between HOMO and LUMO (alpha / beta) = 12.07 / 12.31 eV

[9]
A structure of composition H14NaO7 in a non-equilibrium geometry. Source: the Open Molecules 2025 dataset; level of theory: ωB97M-V with the def2-TZVPD basis set.

Geometry (Å):
Na  -0.002  -0.015  -0.261
O  -1.668  -1.704  -0.838
H  -2.502  -1.362  -0.517
H  -1.508  -2.484  -0.308
O  -1.809  0.121  1.557
H  -0.967  0.160  2.010
H  -2.170  -0.734  1.793
O  0.632  -0.386  2.502
H  1.260  0.288  2.761
H  0.802  -1.114  3.101
O  -0.843  2.776  -0.463
H  -1.737  2.625  -0.771
H  -0.949  3.092  0.434
O  0.314  -0.191  -2.791
H  1.038  0.237  -3.248
H  0.032  -0.887  -3.385
O  1.647  1.837  -0.539
H  1.135  2.644  -0.490
H  2.420  2.074  -1.051
O  1.516  -2.146  -0.161
H  1.141  -2.936  0.227
H  2.219  -1.894  0.438

## Properties
Relative energy (zero: lowest compared OMol25 entry of this formula, charge and spin) = 64.25 kJ/mol
Electronic energy = -696.692648 hartree
F_max = 1.63 eV/A
Total charge = +2
Highest occupied orbital energy (alpha / beta) = -19.567 / -18.631 eV
⟨S²⟩ = 0.76
Spin multiplicity = 2
Gap between HOMO and LUMO (alpha / beta) = 12.68 / 3.43 eV

[10]
A cluster of 7 separate species, H14O7 in total in a non-equilibrium geometry. Source: the Open Molecules 2025 dataset; level of theory: ωB97M-V with the def2-TZVPD basis set.

Geometry (Å):
O  0.013  1.850  -1.727
H  0.747  2.016  -2.302
H  -0.758  1.579  -2.257
O  1.179  -1.952  1.051
H  0.564  -2.495  1.529
H  0.873  -1.082  0.879
O  2.959  0.142  -0.892
H  2.318  -0.522  -1.133
H  3.487  -0.289  -0.286
O  -2.584  0.341  -0.141
H  -2.913  0.604  0.745
H  -3.205  -0.320  -0.395
O  -1.298  -0.113  3.079
H  -0.763  -0.671  3.712
H  -0.688  0.172  2.468
O  0.381  -0.699  -1.772
H  -0.428  -0.930  -2.119
H  0.345  0.274  -1.809
O  0.060  0.596  0.801
H  -0.753  0.299  0.371
H  0.460  1.203  0.207

## Properties
Relative energy (zero: lowest compared OMol25 entry of this formula, charge and spin) = 179.46 kJ/mol
Electronic energy = -535.055487 hartree
F_max = 4.48 eV/A
Highest occupied orbital energy = -10.583 eV
Structure (SMILES) = O.O.O.O.O.O.O
Spin multiplicity = 1
Gap between HOMO and LUMO = 10.64 eV

Q: Which formula does entry 6 have?
A: H13O7

Q: Which value of electronic energy does entry 2 give?
A: -438.730981 hartree

What did the third record say?
A cluster of 6 separate species, H13NO5 in total in a non-equilibrium geometry. Source: the Open Molecules 2025 dataset; level of theory: ωB97M-V with the def2-TZVPD basis set.

Geometry (Å):
N  2.612  -2.181  1.253
H  2.428  -2.940  1.939
H  3.448  -2.245  0.736
H  2.861  -1.433  1.852
O  -2.761  -2.159  -0.342
H  -2.277  -1.494  0.141
H  -3.657  -2.071  -0.194
O  -2.791  1.565  -0.738
H  -2.896  1.539  -1.705
H  -2.054  2.098  -0.513
O  -0.049  -0.633  0.260
H  0.606  -0.035  -0.208
H  0.513  -1.396  0.607
O  0.395  1.141  2.307
H  0.053  0.712  1.461
H  1.088  0.488  2.528
O  1.123  3.044  -2.855
H  1.202  3.061  -3.820
H  0.155  2.938  -2.711

## Properties
Relative energy (zero: lowest compared OMol25 entry of this formula, charge and spin) = 165.87 kJ/mol
Electronic energy = -438.719144 hartree
F_max = 3.11 eV/A
Highest occupied orbital energy = -10.885 eV
Structure (SMILES) = N.O.O.O.O.O
Spin multiplicity = 1
Gap between HOMO and LUMO = 11.14 eV

Q: Which formula does entry 6 have?
A: H13O7